No. 1
C24H12F9O2PRuS4 as an isolated structure in a non-equilibrium geometry, computed with wB97M-V/def2-TZVPD.

The geometry in XYZ format:
```
53
Properties=species:S:1:pos:R:3:forces:R:3
Ru -0.3360 -2.1956 1.2257 0.10 -1.64 -2.22
O -0.6682 -6.8126 4.2923 -1.06 -0.04 0.11
C -1.5038 -6.0071 4.2848 -0.24 3.07 -0.10
S -3.0228 -5.4852 3.2904 1.12 0.16 -1.30
C -2.2617 -3.8426 2.7791 -0.84 -1.30 1.96
C -1.5769 -3.2685 3.9057 -0.06 -1.23 -1.87
S -0.8633 -1.8258 3.3232 1.12 1.64 4.51
S -1.3869 -4.2057 5.3831 0.54 -0.27 -1.20
S -2.4930 -3.0085 1.2603 -1.29 -2.02 0.36
F -5.3322 3.7399 -0.2382 0.46 0.47 0.37
C -4.3592 3.8283 0.6973 -0.98 -0.13 0.90
F -4.9713 3.3512 1.8789 1.17 0.73 -1.60
F -4.0689 5.1505 0.9302 -0.21 -1.71 -0.47
C -3.1778 2.9580 0.3044 1.28 -0.40 0.80
C -1.8404 3.3802 0.5237 -2.92 1.87 -0.15
C -0.8340 2.4812 0.4234 1.35 -0.83 1.17
C -1.1209 1.1401 0.2532 0.54 -1.29 -0.11
C -2.4201 0.6742 -0.0709 1.26 0.58 0.46
C -3.4196 1.5946 -0.0337 -2.06 1.78 0.19
P 0.1944 -0.1788 0.3043 -0.28 1.37 0.05
C 1.8094 0.4979 0.7107 0.92 0.85 1.32
C 2.6540 0.8133 -0.3386 -0.88 -0.36 -0.24
C 3.8946 1.3435 -0.1335 1.17 0.58 -1.00
C 4.3729 1.6251 1.1172 -0.08 -1.25 1.07
C 3.6341 1.1180 2.2433 0.65 0.69 -0.12
C 2.3375 0.6559 2.0550 -0.56 -0.27 -0.88
C 5.7025 2.3130 1.2616 2.00 1.02 0.98
F 6.0649 3.1007 0.1993 -0.73 -1.12 0.89
F 5.6644 3.1840 2.3517 0.16 -1.40 -1.25
F 6.7956 1.4493 1.4605 -1.98 1.22 -0.14
C 0.2064 -0.5255 -1.4388 0.20 -0.57 -2.53
C 0.7049 -1.7841 -1.9368 -0.12 1.39 1.15
C 0.4841 -2.1336 -3.2528 -1.08 -1.20 -0.87
C -0.2771 -1.3174 -4.1367 0.96 1.49 2.00
C -0.7173 -0.0705 -3.6516 0.09 -0.40 -0.22
C -0.4450 0.3512 -2.3472 0.71 -1.50 0.03
C -0.5525 -1.6916 -5.5406 -0.82 -1.98 -0.99
F -0.9382 -0.6561 -6.3398 0.37 -1.30 0.89
F 0.5006 -2.3376 -6.1430 -1.06 0.98 0.56
F -1.5863 -2.6552 -5.5078 1.11 1.47 -0.53
H -1.6459 4.4404 0.7977 -0.15 -0.94 -0.24
H 0.1585 2.8270 0.7347 -0.15 -0.39 -0.46
H -2.6190 -0.3585 -0.3333 0.08 0.03 0.18
H -4.4854 1.3353 -0.2013 0.89 -0.09 0.04
H 2.3826 0.6892 -1.3801 -0.32 -0.23 0.17
H 4.4770 1.4925 -1.0509 0.03 0.43 0.64
H 4.0947 1.0680 3.2625 -0.57 0.49 -1.07
H 1.7306 0.4338 2.9518 0.35 -0.20 -0.74
H 1.2643 -2.4180 -1.2089 -0.64 0.26 -0.88
H 0.6634 -3.1938 -3.5326 0.40 1.00 -0.10
H -1.3466 0.5645 -4.2703 0.36 -0.03 -0.10
H -0.7327 1.3381 -2.0339 -0.24 0.04 -0.06
O 1.2117 -2.9665 0.9155 -0.03 0.48 0.66
```
Forces are in eV/Å.

Gap between HOMO and LUMO (alpha / beta)   5.97 / 5.77 eV
LUMO (alpha / beta)   -0.90 / -2.89 eV
Calculated total energy   -108842.4648 eV
Highest occupied orbital energy (alpha / beta)   -0.253 / -0.318 hartree
2S+1   5
Relative energy (zero: lowest compared OMol25 entry of this formula, charge and spin)   0.0 kcal/mol

---

No. 2
C24H13AsCl5Tl as an isolated structure, computed with wB97M-V/def2-TZVPD.

The geometry in XYZ format:
```
44
Properties=species:S:1:pos:R:3:forces:R:3
Tl 2.3960 -1.0478 -1.9339 -0.01 0.03 -0.01
Cl 4.1398 1.2365 0.3042 -0.02 0.03 -0.01
C 3.0494 1.2614 1.6122 0.01 -0.01 0.03
C 1.9020 0.3362 1.7870 0.01 0.04 -0.02
C 1.6692 -0.5158 0.7758 -0.05 -0.04 0.01
Cl 0.0739 -1.6018 1.0896 0.07 0.02 -0.03
C 1.3150 0.7456 3.0740 0.00 0.01 -0.01
Cl 0.0095 0.0151 3.9228 -0.03 0.01 -0.01
C 2.0003 1.7969 3.5571 -0.02 0.00 0.00
Cl 1.7023 2.6298 5.0077 0.00 0.00 0.00
C 3.0861 2.1233 2.6402 -0.01 -0.01 -0.02
Cl 4.1784 3.4089 2.8726 0.00 0.01 0.00
C -3.1014 0.4629 1.9716 0.01 -0.01 0.00
C -3.5205 -0.6608 1.2695 -0.01 0.02 0.00
C -3.0982 -0.8636 -0.0371 -0.02 -0.01 0.00
C -2.2424 0.0466 -0.6509 0.00 -0.07 0.03
C -1.8368 1.1736 0.0531 -0.01 0.00 -0.02
C -2.2607 1.3822 1.3590 0.01 0.00 0.01
As -1.6876 -0.3109 -2.5010 -0.01 0.02 0.00
C -0.9372 -2.0981 -2.2412 0.03 0.05 -0.01
C -1.8792 -3.1195 -2.3633 0.00 0.00 -0.02
C -1.5166 -4.4397 -2.1355 0.00 -0.01 0.00
C -0.1988 -4.7326 -1.8225 0.00 0.00 0.00
C 0.7357 -3.7044 -1.7531 -0.03 0.00 0.00
C 0.4074 -2.3563 -1.9453 0.00 -0.04 0.01
C -0.1005 0.7387 -2.4497 0.02 -0.02 -0.01
C 0.5437 3.5311 0.5656 0.04 -0.01 0.02
C 1.3042 3.5320 -0.4372 0.01 -0.03 0.01
C 2.0943 3.4198 -1.6288 0.00 0.00 -0.01
C 1.8523 2.5039 -2.5724 -0.02 -0.01 -0.01
C 0.7962 1.5515 -2.5019 0.01 0.00 0.01
H -3.4357 0.6243 2.9887 0.01 0.00 0.01
H -4.1835 -1.3782 1.7370 0.00 0.00 0.00
H -3.4251 -1.7520 -0.5660 0.01 0.02 0.02
H -1.1733 1.8926 -0.4060 0.01 0.01 -0.01
H -1.9194 2.2631 1.8891 0.01 -0.01 0.00
H -2.9040 -2.8944 -2.6451 0.00 0.00 -0.01
H -2.2531 -5.2289 -2.2186 0.00 0.00 0.00
H 0.1033 -5.7588 -1.6491 0.00 0.00 0.00
H 1.7673 -3.9808 -1.5347 0.00 0.00 0.01
H -0.4374 -1.1213 2.1963 -0.02 0.01 0.01
H 1.5783 4.3067 0.5094 0.00 0.00 0.01
H 2.9155 4.1128 -1.7437 0.00 0.00 0.00
H 2.4913 2.4704 -3.4456 0.00 0.00 0.00
```
Forces are in eV/Å.

Gap between HOMO and LUMO   6.58 eV
LUMO   -0.71 eV
Calculated total energy   -153231.8095 eV
Highest occupied orbital energy   -0.268 hartree
Relative energy (zero: lowest compared OMol25 entry of this formula, charge and spin)   0.0 kcal/mol

---

No. 3
C24H14Br2Cl3F5N4ORh as an isolated structure in a non-equilibrium geometry, computed with wB97M-V/def2-TZVPD.

The geometry in XYZ format:
```
54
Properties=species:S:1:pos:R:3:forces:R:3
Rh -0.0425 -0.1030 0.0504 1.45 -0.42 0.11
C 1.5825 2.2717 2.1099 0.00 0.05 0.03
C 1.3984 0.9336 2.7346 0.03 -0.07 0.02
C 1.9056 0.7124 4.0333 0.03 -0.03 0.01
C 1.8033 -0.5103 4.6210 0.06 0.01 0.02
C 1.2251 -1.5775 3.9039 -0.08 -0.05 0.01
C 1.0800 -2.9032 4.3837 0.02 0.06 -0.12
Br 1.6648 -3.3509 6.1181 0.01 -0.02 0.09
C 0.5316 -3.8713 3.5918 -0.01 0.00 0.00
C 0.1202 -3.5774 2.2804 0.10 0.04 0.12
Br -0.5933 -4.9378 1.2027 -0.02 -0.03 -0.07
C 0.2512 -2.3085 1.7659 0.03 0.18 0.12
O -0.0635 -1.9860 0.5322 -0.02 -0.48 -0.09
C 0.7670 -1.2944 2.6064 -0.06 -0.05 -0.07
N 0.8120 -0.0325 2.0518 -0.24 0.31 -0.12
H 1.4044 3.0692 2.8296 -0.01 0.01 -0.01
H 0.9077 2.3733 1.2770 -0.01 0.06 -0.19
H 2.6051 2.3815 1.7391 0.00 -0.03 0.03
H 2.3760 1.5360 4.5522 -0.02 0.02 -0.01
H 2.1845 -0.6804 5.6187 -0.04 0.01 0.01
H 0.4182 -4.8788 3.9664 0.00 -0.01 -0.01
C -1.1998 3.9850 -1.3368 0.06 0.00 0.02
C -1.4325 3.7509 -2.6772 -0.03 0.01 -0.05
C -1.1071 2.5087 -3.1909 0.06 0.09 0.00
C -0.5615 1.5512 -2.3562 0.13 -0.17 0.06
N -0.3313 1.7631 -1.0399 -0.37 0.33 -0.03
C -0.6637 2.9716 -0.5646 0.14 -0.08 -0.03
C -0.2928 0.1877 -2.8494 0.00 0.08 0.05
C -0.0736 -0.1228 -4.1788 -0.04 -0.11 0.00
C 0.1271 -1.4511 -4.5259 0.00 0.03 -0.05
C 0.0998 -2.4222 -3.5410 -0.02 0.03 0.03
C -0.1007 -2.0384 -2.2263 -0.12 -0.05 -0.01
N -0.2842 -0.7579 -1.8996 -0.28 0.20 0.25
H -1.4428 4.9301 -0.8737 -0.01 -0.01 0.01
H -1.8817 4.5075 -3.3059 0.02 0.00 -0.01
H -1.3144 2.2650 -4.2224 0.01 0.02 0.01
H -0.5160 3.1415 0.4852 -0.05 -0.04 0.14
H -0.0546 0.6554 -4.9275 0.02 -0.01 0.00
H 0.3018 -1.7211 -5.5587 0.00 0.00 0.00
H 0.2419 -3.4672 -3.7739 -0.01 0.00 0.00
H -0.1225 -2.7392 -1.4028 0.03 -0.01 -0.02
F -2.0490 1.3563 1.2167 0.04 0.07 -0.03
C -1.8454 0.0671 0.8039 -0.63 -0.01 -0.04
F -1.9919 -0.6934 1.9123 -0.02 -0.02 0.05
C -3.0410 -0.2897 -0.1090 0.10 0.09 0.02
F -2.9499 0.3751 -1.2770 -0.05 0.07 -0.03
F -4.1939 0.0484 0.4607 0.01 -0.06 0.00
F -3.0523 -1.5908 -0.3734 0.03 -0.09 -0.05
Cl 4.6552 0.6942 -3.0585 0.02 -0.01 -0.04
C 4.2875 1.2621 -1.4333 -0.20 -0.15 0.13
Cl 5.6516 1.0280 -0.3483 0.05 0.02 0.01
Cl 3.7779 2.9554 -1.4591 0.00 0.06 -0.01
C 3.1500 0.4787 -0.9166 0.22 -0.02 -0.07
N 2.2604 -0.1211 -0.5195 -0.33 0.20 -0.15
```
Forces are in eV/Å.

Gap between HOMO and LUMO   6.62 eV
LUMO   -3.62 eV
Charge   +1
Calculated total energy   -227367.1204 eV
Highest occupied orbital energy   -0.376 hartree
Relative energy (zero: lowest compared OMol25 entry of this formula, charge and spin)   15.5 kcal/mol

---

No. 4
C24H15BrN7O2Pd as an isolated structure, computed with wB97M-V/def2-TZVPD.

The geometry in XYZ format:
```
50
Properties=species:S:1:pos:R:3:forces:R:3
Pd -0.1221 -0.2800 -1.2202 -0.22 0.30 -0.59
C 2.4429 -3.5913 -2.0913 0.03 -0.02 0.01
C 1.4054 -2.6669 -2.2063 0.00 -0.03 0.06
N 1.2679 -1.7205 -1.2927 0.20 -0.30 0.09
C 2.1346 -1.6714 -0.2510 -0.03 0.09 0.01
C 3.1451 -2.6100 -0.1687 -0.02 0.01 0.04
N 3.3000 -3.5629 -1.0846 -0.02 0.00 -0.02
C 1.8994 -0.5610 0.7093 0.01 -0.07 -0.10
C 2.5757 -0.2912 1.8823 -0.02 0.08 0.05
C 2.1808 0.8073 2.6545 0.00 -0.04 -0.04
C 1.1156 1.6031 2.2232 0.05 -0.01 0.02
C 0.4761 1.2857 1.0398 -0.06 0.04 -0.06
N 0.8886 0.2306 0.3330 0.27 -0.03 0.27
C -0.6610 1.9907 0.3947 0.06 0.02 0.04
C -1.2456 3.1528 0.8617 -0.01 -0.02 0.01
N -2.2468 3.7472 0.2180 -0.01 -0.01 -0.03
C -2.6738 3.1851 -0.9002 -0.01 0.04 0.01
C -2.1125 2.0108 -1.3994 0.00 -0.06 0.02
N -1.1178 1.4283 -0.7505 -0.05 0.08 0.21
C 2.8835 1.1207 3.9184 -0.01 0.00 0.00
C 2.1763 1.5194 5.0468 0.03 -0.01 -0.03
C 2.8841 1.7961 6.2073 -0.02 0.01 0.01
N 4.2071 1.7112 6.2970 0.00 0.00 0.00
C 4.8768 1.3342 5.2132 0.02 0.00 -0.01
C 4.2673 1.0232 4.0066 -0.04 0.01 0.01
H 2.5719 -4.3653 -2.8366 -0.01 0.00 0.00
H 0.6842 -2.6790 -3.0124 0.01 0.01 -0.01
H 3.8500 -2.6011 0.6534 0.01 0.00 -0.01
H 3.3803 -0.9271 2.2231 0.00 0.00 -0.01
H 0.8167 2.4622 2.8067 -0.01 0.00 -0.01
H -0.9057 3.6236 1.7757 0.01 0.00 0.00
H -3.4844 3.6712 -1.4276 -0.01 -0.01 0.00
H -2.4514 1.5327 -2.3092 -0.01 0.02 -0.01
H 1.0959 1.5824 5.0412 0.00 0.01 0.01
H 2.3602 2.0968 7.1069 0.00 0.00 0.00
H 5.9548 1.2801 5.3097 0.00 0.00 0.00
H 4.8676 0.7444 3.1503 0.02 0.00 0.01
Br -4.7489 -0.4222 -6.9659 0.00 0.00 -0.01
C -4.6752 -1.0143 -5.1784 0.01 -0.01 0.02
C -5.8187 -1.5158 -4.5685 -0.02 -0.01 0.00
N -5.8344 -1.9482 -3.3123 0.03 0.01 -0.01
C -4.7008 -1.8954 -2.6216 -0.02 -0.01 0.00
C -3.5114 -1.4050 -3.1493 0.04 -0.16 -0.05
C -3.4957 -0.9540 -4.4637 -0.01 0.00 0.00
C -2.2955 -1.3495 -2.2884 0.02 0.14 0.04
O -2.2919 -1.7550 -1.1304 -0.23 -0.06 -0.10
O -1.2533 -0.7595 -2.8202 -0.02 0.00 0.13
H -6.7512 -1.5681 -5.1178 0.00 0.00 0.00
H -4.7250 -2.2523 -1.5996 0.00 0.00 0.00
H -2.5856 -0.5728 -4.9057 -0.01 0.01 0.00
```
Forces are in eV/Å.

Gap between HOMO and LUMO   6.63 eV
LUMO   -4.74 eV
Charge   +1
Calculated total energy   -113174.5990 eV
Highest occupied orbital energy   -0.418 hartree
Relative energy (zero: lowest compared OMol25 entry of this formula, charge and spin)   0.0 kcal/mol